Entry 1:
Entry from the OMol25 dataset: a structure of composition C48H57MnN3O3P (wB97M-V/def2-TZVPD).

Values from the calculation:
Multiplicity = 6
Total energy = -3745.5242 a.u.
E_LUMO (alpha / beta) = 2.31 / 1.31 eV
E_HOMO (alpha / beta) = -1.39 / -3.91 eV
Expectation value of S² = 8.83
Total charge = -1

```
113
Properties=species:S:1:pos:R:3:forces:R:3:lowdin_charge:R:1
Mn 0.08729 2.20130 0.03643 1.235 -0.020 0.929 0.70
O 0.33358 2.12900 1.90428 0.226 0.211 0.026 -0.18
C 1.43689 2.26498 2.65100 -0.120 -0.037 -0.215 -0.34
C 1.28927 2.41683 4.02584 0.027 0.060 0.084 -0.05
C 2.38600 2.53371 4.88847 -0.063 -0.020 -0.026 -0.15
C 3.67543 2.49331 4.36578 -0.070 -0.024 -0.127 -0.15
C 3.85153 2.33741 2.99921 -0.027 0.011 0.084 -0.09
C 2.76346 2.21589 2.10064 0.004 -0.060 -0.208 -0.21
C 3.01438 2.01078 0.71486 -0.144 -0.095 -0.024 -0.13
N 2.04536 1.86620 -0.20542 0.348 -0.526 -0.013 -0.13
N 2.42983 1.72066 -1.49785 -0.107 0.079 0.120 0.08
C 1.40430 1.78893 -2.30488 -0.144 0.186 0.280 -0.45
O 0.14328 1.95004 -1.86530 0.514 0.102 -0.178 -0.16
C 1.63669 1.72448 -3.74509 -0.170 0.035 -0.173 -0.17
C 2.92897 1.65031 -4.29232 -0.056 0.073 -0.072 -0.07
C 3.11300 1.61202 -5.66409 -0.041 0.010 0.069 -0.11
C 2.02013 1.64347 -6.53259 0.010 -0.021 0.099 -0.13
C 0.73968 1.72446 -5.99992 -0.016 -0.016 0.124 -0.11
C 0.54516 1.76449 -4.62221 0.043 -0.053 -0.150 -0.03
H 0.27440 2.44071 4.41032 0.046 -0.001 -0.012 0.10
H 2.22798 2.65603 5.95492 -0.012 -0.022 -0.053 0.08
H 4.53611 2.57461 5.02153 -0.018 0.007 -0.044 0.08
H 4.85726 2.29273 2.58701 -0.068 0.002 0.020 0.09
H 4.04189 1.96271 0.36337 -0.002 0.034 -0.017 0.10
H 3.77144 1.62513 -3.61235 -0.014 0.018 -0.039 0.10
H 4.11838 1.56285 -6.06887 -0.020 -0.026 0.029 0.09
H 2.16835 1.60128 -7.60563 0.004 0.031 0.035 0.09
H -0.11815 1.76026 -6.66332 0.015 -0.023 0.036 0.09
H -0.45017 1.82228 -4.19932 0.024 0.012 -0.016 0.11
C 1.03428 6.54287 -0.23372 -0.036 -0.120 0.047 -0.02
C 0.73649 5.11767 -0.15894 0.348 1.452 -0.087 -0.09
N 0.49549 4.01456 -0.09861 0.027 0.023 -0.015 0.17
H 1.90949 6.76671 0.37207 0.025 -0.026 0.020 0.09
H 0.18529 7.11555 0.13449 -0.011 0.001 0.001 0.09
H 1.23466 6.82141 -1.26549 0.003 -0.025 -0.042 0.09
C -6.40171 4.09032 2.52885 0.043 0.006 -0.021 -0.12
C -5.49328 5.13800 2.53810 0.126 -0.001 -0.046 -0.11
C -4.22558 4.96764 1.99344 -0.102 0.128 0.004 -0.06
C -3.82624 3.76168 1.41264 0.166 0.072 -0.271 -0.20
C -4.75221 2.71269 1.42618 -0.064 -0.080 0.102 -0.04
C -6.01773 2.87652 1.97210 0.087 -0.048 -0.050 -0.09
C -2.44119 3.65270 0.88222 -0.356 0.212 0.394 -0.07
C -1.83219 2.66927 0.22569 -0.103 -1.119 -0.876 -0.14
C -2.41937 1.54984 -0.53233 -0.527 -0.264 0.287 -0.18
C -3.55241 1.65004 -1.33867 -0.094 0.214 -0.049 -0.04
C -3.99639 0.61579 -2.14965 -0.046 0.072 -0.030 -0.09
C -3.29417 -0.57504 -2.16993 -0.096 0.017 -0.118 -0.10
C -2.15797 -0.70520 -1.39166 0.697 -0.119 0.111 -0.05
C -1.70878 0.34074 -0.60149 -0.547 -0.352 -0.008 -0.24
H -7.38795 4.21188 2.95929 -0.002 0.003 -0.015 0.09
H -5.76970 6.09127 2.97334 0.024 -0.003 0.006 0.09
H -3.51655 5.78931 2.01579 -0.031 -0.010 0.015 0.10
H -4.47002 1.75247 1.01786 -0.026 0.005 0.030 0.10
H -6.71177 2.04324 1.96581 0.036 0.007 0.006 0.10
H -1.81203 4.49521 1.17727 -0.027 -0.113 0.251 0.08
H -4.08358 2.59497 -1.32848 -0.028 -0.024 -0.016 0.12
H -4.87974 0.74183 -2.76538 0.039 0.030 0.029 0.10
H -3.62015 -1.40109 -2.79116 0.030 0.008 0.018 0.10
H -1.58123 -1.62233 -1.41871 0.015 -0.030 0.020 0.09
H -0.06253 -0.58244 -0.00518 0.089 0.095 -0.084 0.00
O -0.54881 0.25346 0.16145 -1.017 0.223 -0.310 -0.05
P 1.14708 -2.44071 -0.01617 0.151 -0.038 -0.266 1.17
C 2.11933 -2.55276 -1.57802 -0.108 -0.070 -0.160 -0.51
C 1.43390 -1.73431 -2.68559 0.136 -0.052 0.017 -0.23
C 2.34938 -1.64820 -3.91203 -0.049 -0.194 0.069 -0.18
C 2.99700 -3.01126 -4.25273 -0.069 0.022 0.094 -0.19
C 2.27029 -4.16883 -3.56819 0.097 0.092 0.052 -0.22
C 2.31660 -4.02657 -2.03855 -0.053 0.127 -0.069 -0.22
C -1.81185 -2.81706 1.95422 -0.080 -0.031 0.004 -0.08
C -3.16265 -2.23313 2.19600 0.091 -0.024 -0.080 -0.20
C -4.03557 -2.38019 0.93553 0.058 -0.067 0.008 -0.20
C -4.06481 -3.83941 0.47832 0.101 0.090 0.012 -0.21
C -2.65587 -4.36543 0.19272 -0.040 0.026 0.083 -0.20
C -1.74522 -4.21228 1.42865 -0.062 0.167 -0.066 -0.23
C 2.44109 -2.29928 1.27903 -0.047 -0.103 0.226 -0.49
C 1.97505 -1.26054 2.32260 0.093 -0.058 0.054 -0.22
C 2.69440 -1.47985 3.64825 -0.084 -0.098 0.014 -0.18
C 2.24474 -2.81567 4.27286 -0.013 0.045 -0.126 -0.19
C 1.89787 -3.86392 3.19535 0.095 0.131 -0.013 -0.20
C 2.75589 -3.67034 1.94405 -0.138 0.098 0.026 -0.21
H 3.09185 -2.09373 -1.38371 0.060 0.017 -0.042 0.11
H 1.21182 -0.72225 -2.33859 -0.040 -0.064 0.025 0.09
H 0.47901 -2.20290 -2.94857 -0.019 0.023 0.020 0.11
H 3.12527 -0.91007 -3.70658 -0.019 -0.009 -0.023 0.10
H 1.77810 -1.26537 -4.76006 0.016 0.021 -0.013 0.11
H 4.04331 -3.02072 -3.92895 -0.022 0.002 -0.005 0.11
H 3.00463 -3.16564 -5.33294 0.047 0.006 -0.025 0.10
H 2.72150 -5.12116 -3.85586 -0.043 -0.037 -0.018 0.10
H 1.23089 -4.19546 -3.90817 0.018 -0.009 0.011 0.11
H 3.27569 -4.39340 -1.66373 0.000 -0.005 0.022 0.11
H 1.54423 -4.66467 -1.59654 0.019 -0.009 0.000 0.09
H -0.93940 -2.17548 1.92424 -0.132 -0.077 0.051 0.04
H -3.09130 -1.18499 2.48925 0.013 -0.002 0.020 0.11
H -3.66574 -2.77359 3.01289 0.019 0.023 0.031 0.11
H -3.61606 -1.75596 0.13882 -0.184 -0.127 0.213 0.08
H -5.04805 -2.02103 1.13889 -0.013 0.002 -0.010 0.11
H -4.68707 -3.93798 -0.41473 -0.028 -0.035 0.002 0.10
H -4.52089 -4.45424 1.26565 -0.021 -0.002 -0.055 0.11
H -2.21726 -3.80077 -0.63893 -0.034 -0.046 0.045 0.10
H -2.70005 -5.41673 -0.10711 0.033 0.015 -0.041 0.10
H -0.71912 -4.47747 1.16645 -0.009 -0.042 0.040 0.06
H -2.08916 -4.92837 2.19176 0.002 0.036 0.004 0.11
H 3.34329 -1.92759 0.79070 0.074 0.053 0.006 0.10
H 0.89337 -1.33754 2.49594 0.085 0.025 -0.025 0.09
H 2.15482 -0.25694 1.94168 -0.019 0.031 -0.045 0.09
H 2.48833 -0.64690 4.32262 0.054 0.006 0.004 0.10
H 3.77558 -1.48507 3.47168 -0.035 0.025 0.008 0.11
H 1.36280 -2.64106 4.89467 0.023 -0.027 0.025 0.10
H 3.02718 -3.20321 4.93106 -0.004 0.004 0.003 0.10
H 0.84361 -3.76836 2.91294 0.033 -0.025 0.015 0.09
H 2.02807 -4.87351 3.59078 -0.037 -0.011 0.010 0.10
H 2.58413 -4.48996 1.24048 0.054 0.002 -0.021 0.09
H 3.81584 -3.70659 2.21598 -0.014 0.012 0.014 0.11
```
Forces are in eV/Å.

Entry 2:
Entry from the OMol25 dataset: a cluster of 9 separate species, C48H58F3N9O3 in total (wB97M-V/def2-TZVPD).

Values from the calculation:
SMILES = CC(C)C[C@@]1(c2cccnc2)OC(=O)O[C@H]1CCC(F)=C(F)F.c1cc[nH]c1.c1cc[nH]c1.c1cc[nH]c1.c1cc[nH]c1.c1cc[nH]c1.c1cc[nH]c1.c1cc[nH]c1.c1cc[nH]c1
Total energy = -2881.5359 a.u.
E_LUMO = -1.81 eV
E_HOMO = -8.10 eV

```
121
Properties=species:S:1:pos:R:3:forces:R:3:lowdin_charge:R:1
C -5.48241 2.74715 -0.22173 0.233 -0.549 0.873 -0.09
C -5.13194 1.18435 -0.54025 -0.858 0.048 0.278 -0.34
C -4.37831 0.97981 -1.94439 -1.153 0.835 -0.331 -0.07
C -4.43286 0.49460 0.74107 -0.008 -0.777 -1.315 -0.08
C -2.83630 0.33539 0.67952 0.478 0.381 1.896 -0.31
C -2.50091 -0.16994 2.19741 0.745 -1.735 3.233 -0.06
C -2.81040 -1.65915 2.61672 1.576 3.071 2.820 0.03
C -2.50106 -2.04693 4.10693 0.165 3.776 -2.547 -0.02
C -1.93769 -0.92681 5.00805 -0.571 -0.797 -1.600 -0.13
N -1.62651 0.41326 4.65235 -2.021 -3.219 -3.094 0.02
C -1.91908 0.74338 3.29924 -0.733 -1.786 -0.813 -0.07
O -2.24757 -0.67865 -0.19147 1.121 1.139 -1.953 0.02
C -1.31291 -0.10416 -1.13188 1.333 0.157 -1.733 -0.37
O -0.54749 -0.69121 -1.90602 -3.466 1.709 3.280 0.13
O -1.35266 1.34729 -1.08803 -1.620 -3.097 1.548 0.02
C -1.90937 1.55869 0.25511 2.195 0.852 2.659 -0.21
C -2.26751 3.05417 0.68936 0.382 0.086 -1.417 -0.10
C -0.94369 3.96256 0.99954 -2.262 -0.268 0.493 -0.09
C -1.21197 4.80298 2.32276 2.488 -1.058 1.516 -0.10
F -2.53222 5.20833 2.74307 2.901 0.143 -2.123 -0.01
C -0.08702 5.19185 3.12826 -1.709 0.540 -0.804 -0.13
F 0.69318 4.27913 3.87090 -0.953 2.944 -2.724 0.07
F 0.21538 6.59568 3.18978 -0.640 -3.554 1.628 0.03
H -4.88035 3.47583 -0.85713 -1.114 -0.948 0.590 0.07
H -5.19359 2.97250 0.87625 -0.476 -0.303 -1.736 0.07
H -6.61587 2.90774 -0.27072 1.761 0.009 -0.287 0.08
H -6.16571 0.67755 -0.65345 1.723 0.644 0.281 0.13
H -3.67541 1.86614 -2.12602 -0.652 -1.582 0.246 0.08
H -3.89616 -0.04015 -2.09410 -0.504 1.443 0.379 0.07
H -5.19153 1.06637 -2.76308 1.322 -0.142 1.249 0.10
H -4.85798 -0.57690 0.84809 0.766 1.627 -0.091 0.13
H -4.69497 1.04296 1.71373 0.503 -0.752 -1.473 0.13
H -3.25385 -2.38005 1.85963 0.725 0.983 1.182 0.09
H -2.73487 -3.10148 4.47441 0.480 1.801 -0.383 0.07
H -1.74548 -1.21701 6.10608 -0.246 0.666 -1.937 0.11
H -1.70271 1.83138 2.98672 -0.248 -1.897 0.820 0.10
H -0.95965 1.35859 0.89247 -1.491 0.205 -0.654 0.15
H -2.80352 3.60481 -0.17050 0.436 -1.040 1.570 0.12
H -2.90572 3.00558 1.63151 0.682 0.082 -1.470 0.11
H 0.01810 3.34004 1.02806 -1.270 1.047 0.373 0.14
H -0.83649 4.73107 0.14334 -0.041 -1.138 1.445 0.12
C 4.16683 4.06312 -0.60224 0.050 0.011 0.207 -0.11
C 3.10547 4.42556 -1.46865 -0.236 0.094 -0.072 -0.10
C 2.07671 4.88567 -0.68465 -0.046 -0.022 -0.069 -0.15
N 2.47638 4.81008 0.62381 0.067 -0.037 -0.072 0.01
C 3.75125 4.31479 0.68229 0.078 -0.065 0.079 -0.12
H 5.12872 3.66359 -0.88702 -0.092 0.009 0.106 0.07
H 3.09574 4.35788 -2.54657 -0.028 0.019 0.104 0.09
H 1.09758 5.25815 -0.94361 0.143 -0.012 -0.044 0.10
H 1.91935 5.07820 1.41908 0.167 0.042 -0.145 0.12
H 4.25060 4.18312 1.63013 -0.025 -0.006 -0.111 0.11
C 9.80701 3.73687 -2.35894 0.012 -0.236 -0.133 -0.11
C 9.15425 4.76001 -1.62744 -0.221 0.079 0.070 -0.11
C 7.80223 4.55372 -1.75174 -0.023 0.109 0.042 -0.14
N 7.61408 3.44651 -2.53521 0.037 -0.025 0.060 0.00
C 8.83198 2.93905 -2.90525 0.039 -0.042 -0.035 -0.15
H 10.87209 3.59878 -2.47211 -0.108 0.000 0.005 0.09
H 9.62195 5.55865 -1.07098 -0.060 -0.078 -0.055 0.09
H 6.96002 5.09848 -1.35265 0.106 -0.016 -0.040 0.10
H 6.71983 3.06474 -2.79751 0.137 0.135 0.042 0.14
H 8.89930 2.05749 -3.52516 0.082 0.120 -0.004 0.09
C 7.20857 -2.74537 -3.82281 -0.259 0.095 -0.079 -0.11
C 8.54382 -2.56927 -3.38166 0.236 0.138 0.074 -0.12
C 8.71447 -1.23246 -3.11626 0.121 0.033 -0.024 -0.14
N 7.53260 -0.59438 -3.38540 -0.026 -0.086 -0.010 0.00
C 6.60767 -1.51040 -3.81156 -0.058 -0.012 -0.070 -0.14
H 6.73900 -3.67306 -4.11485 0.043 0.088 0.040 0.09
H 9.29644 -3.33605 -3.27010 -0.073 0.066 -0.012 0.09
H 9.57243 -0.68141 -2.76135 -0.075 -0.074 -0.007 0.10
H 7.36925 0.39357 -3.28474 0.036 -0.212 0.053 0.12
H 5.60525 -1.20483 -4.07059 0.087 -0.065 0.021 0.11
C 9.82325 -5.92006 -6.75346 -0.240 0.069 -0.044 -0.12
C 11.15822 -5.74429 -6.31312 0.208 0.111 0.102 -0.12
C 11.32880 -4.40740 -6.04818 0.039 0.048 -0.012 -0.15
N 10.14754 -3.76918 -6.31680 0.030 -0.119 -0.034 0.00
C 9.22288 -4.68458 -6.74205 -0.038 0.041 -0.041 -0.15
H 9.35308 -6.84756 -7.04517 0.034 0.096 0.030 0.09
H 11.91085 -6.51086 -6.20159 -0.067 0.083 -0.002 0.09
H 12.18687 -3.85654 -5.69379 -0.066 -0.080 -0.042 0.10
H 9.98395 -2.78039 -6.21603 -0.030 -0.191 0.072 0.14
H 8.22055 -4.37856 -7.00057 0.094 -0.049 0.025 0.10
C -6.06982 7.97200 3.92561 -0.057 -0.208 -0.136 -0.12
C -5.26511 8.96691 4.53330 0.209 0.141 0.084 -0.12
C -3.95779 8.56019 4.42126 -0.030 -0.026 0.018 -0.14
N -3.94412 7.35458 3.77263 -0.006 0.234 0.075 0.00
C -5.22688 6.99118 3.46211 0.018 -0.045 0.011 -0.14
H -7.14612 7.97350 3.83592 0.104 -0.008 0.002 0.09
H -5.60437 9.87976 5.00034 0.040 -0.087 -0.047 0.09
H -3.03869 9.02304 4.74747 -0.107 -0.025 -0.013 0.10
H -3.11834 6.81831 3.55648 -0.320 0.209 0.075 0.10
H -5.42902 6.06770 2.94080 -0.008 0.086 0.057 0.10
C -5.75481 -3.24911 -4.49965 0.284 0.057 -0.058 -0.11
C -6.74430 -3.34368 -3.48905 -0.066 0.024 0.215 -0.11
C -6.10453 -3.22620 -2.28041 -0.107 0.029 0.129 -0.16
N -4.76564 -3.06940 -2.52075 -0.081 0.090 -0.138 0.00
C -4.54419 -3.07650 -3.87262 0.049 -0.015 -0.095 -0.14
H -5.91083 -3.30032 -5.56704 0.034 0.003 0.103 0.09
H -7.80608 -3.48167 -3.63082 0.103 0.016 0.031 0.09
H -6.48355 -3.24172 -1.26969 -0.022 -0.043 -0.118 0.10
H -4.05530 -2.96356 -1.81439 -0.056 0.048 -0.200 0.13
H -3.54738 -2.96002 -4.27026 -0.104 -0.027 0.018 0.11
C -4.81346 -5.29185 0.14390 0.053 0.127 0.023 -0.11
C -5.50371 -6.42207 -0.36266 -0.138 -0.302 0.085 -0.09
C -5.63275 -7.31818 0.67336 0.028 0.076 -0.160 -0.13
N -5.04213 -6.76684 1.77976 -0.072 -0.100 0.050 0.00
C -4.54895 -5.53329 1.46271 0.209 0.130 0.307 -0.15
H -4.54404 -4.39856 -0.39574 -0.018 -0.193 0.096 0.06
H -5.86636 -6.56368 -1.37010 0.035 0.038 0.098 0.10
H -6.09072 -8.29454 0.71776 0.051 0.104 -0.040 0.11
H -4.98264 -7.20083 2.68651 -0.089 0.025 -0.189 0.13
H -4.04815 -4.93008 2.20562 -0.045 -0.002 -0.070 0.09
C -3.70660 -6.82183 7.23406 -0.219 -0.087 -0.116 -0.11
C -2.45125 -6.16538 7.25491 0.189 0.146 -0.118 -0.11
C -2.13622 -5.84206 5.95770 0.161 0.074 0.077 -0.15
N -3.15198 -6.28316 5.15523 -0.118 0.037 -0.056 0.00
C -4.11680 -6.87716 5.92525 -0.056 -0.065 0.000 -0.14
H -4.25015 -7.20968 8.08275 0.046 0.037 -0.094 0.09
H -1.84521 -5.95246 8.12303 -0.054 -0.017 -0.096 0.09
H -1.27805 -5.33882 5.53806 -0.047 -0.078 0.067 0.11
H -3.18514 -6.18479 4.15341 0.087 -0.029 0.176 0.12
H -5.00858 -7.28787 5.47610 0.057 0.022 0.098 0.10
```
Forces are in eV/Å.